# 1
{"formula": "C53H108F9N4O7S", "method": "ωB97M-V/def2-TZVPD", "orbital_gap_ev": 4.23, "de_lowest_kcal_mol": 1.2, "total_charge": 1, "species": ["C", "C", "C", "C", "N", "C", "C", "C", "C", "C", "C", "C", "H", "H", "H", "H", "H", "H", "H", "H", "H", "H", "H", "H", "H", "H", "H", "H", "H", "H", "H", "H", "H", "H", "H", "H", "C", "C", "C", "C", "N", "C", "C", "C", "C", "C", "C", "C", "H", "H", "H", "H", "H", "H", "H", "H", "H", "H", "H", "H", "H", "H", "H", "H", "H", "H", "H", "H", "H", "H", "H", "H", "C", "C", "C", "C", "N", "C", "C", "C", "C", "C", "C", "C", "H", "H", "H", "H", "H", "H", "H", "H", "H", "H", "H", "H", "H", "H", "H", "H", "H", "H", "H", "H", "H", "H", "H", "H", "C", "C", "C", "C", "N", "C", "C", "C", "C", "C", "C", "C", "H", "H", "H", "H", "H", "H", "H", "H", "H", "H", "H", "H", "H", "H", "H", "H", "H", "H", "H", "H", "H", "H", "H", "H", "C", "O", "O", "C", "F", "F", "F", "C", "C", "H", "H", "H", "H", "H", "H", "C", "O", "O", "C", "F", "F", "F", "C", "C", "H", "H", "H", "H", "H", "H", "C", "F", "F", "F", "S", "O", "O", "O"], "coordinates": [[-4.079, 4.166, -1.809], [-3.021, 5.003, -2.498], [-2.159, 5.879, -1.589], [-1.508, 5.146, -0.417], [-0.324, 5.827, 0.219], [0.770, 6.046, -0.833], [1.247, 7.475, -0.658], [0.025, 8.213, -0.132], [-0.724, 7.183, 0.736], [0.279, 4.998, 1.303], [-0.646, 4.588, 2.418], [0.031, 3.543, 3.280], [-4.536, 3.557, -2.592], [-4.859, 4.802, -1.388], [-3.679, 3.504, -1.043], [-3.566, 5.771, -3.054], [-2.376, 4.450, -3.176], [-2.744, 6.696, -1.147], [-1.409, 6.422, -2.167], [-1.084, 4.199, -0.734], [-2.203, 5.020, 0.406], [1.539, 5.284, -0.721], [0.335, 5.823, -1.801], [2.119, 7.589, -0.020], [1.517, 7.818, -1.658], [0.328, 9.073, 0.466], [-0.609, 8.618, -0.917], [-0.546, 7.248, 1.801], [-1.764, 7.383, 0.496], [1.100, 5.638, 1.644], [0.788, 4.134, 0.871], [-1.597, 4.237, 2.030], [-0.819, 5.456, 3.059], [-0.615, 3.250, 4.106], [0.968, 3.928, 3.690], [0.279, 2.643, 2.714], [1.624, -8.023, 2.439], [2.075, -6.559, 2.455], [1.129, -5.663, 3.248], [1.543, -4.203, 3.299], [0.960, -3.493, 4.492], [1.318, -2.038, 4.490], [1.419, -1.589, 5.941], [1.723, -2.868, 6.732], [1.654, -4.031, 5.742], [-0.512, -3.698, 4.723], [-1.390, -3.272, 3.568], [-2.888, -3.408, 3.822], [2.453, -8.700, 2.269], [0.832, -8.117, 1.698], [1.183, -8.242, 3.415], [2.274, -6.196, 1.446], [3.036, -6.468, 2.984], [0.964, -6.113, 4.233], [0.129, -5.641, 2.810], [1.140, -3.674, 2.433], [2.612, -4.019, 3.378], [0.582, -1.478, 3.916], [2.253, -1.918, 3.940], [0.495, -1.107, 6.253], [2.235, -0.885, 6.084], [1.153, -3.008, 7.647], [2.769, -2.860, 7.046], [1.144, -4.919, 6.100], [2.645, -4.324, 5.404], [-0.745, -3.087, 5.599], [-0.630, -4.736, 5.024], [-1.184, -3.818, 2.646], [-1.213, -2.221, 3.318], [-3.137, -4.425, 4.148], [-3.434, -3.247, 2.894], [-3.294, -2.770, 4.609], [-5.675, 2.586, 1.111], [-5.068, 1.203, 0.929], [-4.932, 0.810, -0.557], [-4.652, -0.659, -0.717], [-4.708, -1.131, -2.144], [-3.729, -0.383, -3.045], [-2.990, -1.488, -3.801], [-2.892, -2.623, -2.791], [-4.254, -2.580, -2.148], [-6.072, -1.012, -2.753], [-7.154, -1.687, -1.929], [-8.506, -1.738, -2.659], [-5.927, 2.718, 2.159], [-6.509, 2.667, 0.409], [-5.015, 3.391, 0.783], [-5.690, 0.461, 1.442], [-4.070, 1.076, 1.366], [-4.222, 1.452, -1.067], [-5.955, 0.996, -0.918], [-5.370, -1.212, -0.119], [-3.623, -0.888, -0.442], [-4.239, 0.322, -3.694], [-3.037, 0.162, -2.407], [-3.727, -1.770, -4.565], [-2.046, -1.182, -4.232], [-2.683, -3.532, -3.347], [-2.090, -2.431, -2.083], [-4.965, -3.104, -2.787], [-4.314, -2.994, -1.146], [-5.966, -1.399, -3.769], [-6.327, 0.040, -2.857], [-7.320, -0.940, -1.136], [-6.921, -2.596, -1.378], [-8.639, -0.809, -3.211], [-9.293, -1.977, -1.950], [-8.502, -2.544, -3.398], [4.432, -4.002, 0.933], [4.559, -3.504, -0.491], [4.051, -2.070, -0.635], [5.145, -1.048, -0.506], [4.648, 0.354, -0.349], [3.839, 0.689, -1.580], [3.994, 2.197, -1.704], [5.498, 2.325, -1.506], [5.842, 1.308, -0.413], [3.900, 0.579, 0.904], [4.604, 0.056, 2.138], [3.880, 0.426, 3.417], [4.552, -5.074, 1.075], [3.481, -3.633, 1.329], [5.172, -3.531, 1.596], [4.024, -4.121, -1.214], [5.587, -3.530, -0.871], [3.264, -1.860, 0.107], [3.453, -1.924, -1.536], [5.758, -1.096, -1.410], [5.881, -1.188, 0.287], [2.814, 0.376, -1.383], [4.179, 0.266, -2.525], [3.352, 2.682, -0.962], [3.651, 2.572, -2.671], [5.806, 3.347, -1.305], [6.031, 1.956, -2.384], [5.854, 1.810, 0.554], [6.778, 0.784, -0.564], [2.904, 0.153, 0.834], [3.754, 1.650, 1.046], [5.636, 0.423, 2.182], [4.748, -1.029, 2.134], [3.737, 1.506, 3.546], [4.487, 0.202, 4.299], [2.905, -0.052, 3.527], [1.299, -3.729, -2.725], [-0.100, -3.991, -2.264], [1.651, -4.593, -3.559], [1.203, -2.286, -3.241], [1.003, -1.373, -2.229], [2.342, -1.901, -3.840], [0.180, -2.128, -4.102], [-0.308, -4.162, -0.908], [-1.712, -4.762, -0.732], [-1.685, -5.570, -0.004], [-2.456, -4.028, -0.417], [-2.047, -5.203, -1.671], [-0.331, -3.157, -0.460], [0.424, -4.852, -0.476], [1.940, -3.714, -1.797], [3.425, 3.085, -5.919], [2.471, 3.307, -4.817], [3.877, 4.210, -6.320], [4.497, 2.087, -5.469], [3.973, 0.916, -4.975], [5.251, 1.734, -6.534], [5.369, 2.548, -4.544], [1.621, 2.280, -4.442], [0.572, 2.887, -3.524], [-0.027, 2.058, -3.138], [1.075, 3.336, -2.662], [-0.034, 3.604, -4.082], [2.122, 1.526, -3.813], [1.123, 1.763, -5.271], [2.858, 2.653, -6.776], [-0.381, -0.314, 0.957], [-1.227, -1.357, 0.792], [-0.532, 0.136, 2.199], [0.850, -0.815, 0.775], [-0.650, 0.999, -0.353], [-1.717, 1.848, 0.154], [0.603, 1.717, -0.468], [-1.022, 0.247, -1.517]]}



# 2
{"formula": "CBr2F3P", "method": "ωB97M-V/def2-TZVPD", "orbital_gap_ev": 8.20, "de_lowest_kcal_mol": 45.4, "smiles": "FC(F)=P(F)(Br)Br", "species": ["C", "F", "F", "F", "P", "Br", "Br"], "coordinates": [[0.414, 0.497, 1.392], [-0.765, -0.364, 1.794], [1.831, -0.348, -1.234], [-0.388, 1.702, 1.272], [0.341, -0.226, -0.547], [-0.957, 0.830, -2.224], [-0.475, -2.091, -0.454]]}



# 3
{"formula": "C2H4ClPS2", "method": "ωB97M-V/def2-TZVPD", "orbital_gap_ev": [5.38, 5.64], "de_lowest_kcal_mol": 61.2, "species": ["C", "C", "P", "S", "S", "Cl", "H", "H", "H", "H"], "coordinates": [[-0.508, 0.393, -0.623], [-0.796, -0.423, 0.675], [1.362, 0.696, -0.960], [-0.631, -2.089, 0.470], [2.228, -1.074, -0.703], [1.704, 1.749, 0.752], [-0.759, -0.266, -1.450], [-1.037, 1.360, -0.538], [0.133, -0.167, 1.313], [-1.698, -0.179, 1.064]]}



# 4
{"formula": "C9H12N4", "method": "ωB97M-V/def2-TZVPD", "orbital_gap_ev": 8.81, "de_lowest_kcal_mol": 45.9, "smiles": "NC1=NCCN1Cc1cccnc1", "species": ["N", "N", "C", "C", "C", "C", "C", "C", "N", "N", "C", "C", "C", "H", "H", "H", "H", "H", "H", "H", "H", "H", "H", "H", "H"], "coordinates": [[1.776, -2.347, -0.237], [-2.817, 1.828, -1.509], [0.830, -1.555, 0.191], [-3.548, 1.477, -0.426], [-1.433, 1.604, -1.296], [-2.930, 0.891, 0.726], [-1.627, 0.792, 0.879], [-0.835, 1.106, -0.197], [-0.498, -2.015, 0.150], [1.162, -0.279, 0.553], [0.631, 1.014, -0.037], [3.105, -1.744, -0.235], [2.648, -0.467, 0.526], [-4.633, 1.733, -0.489], [-0.656, 1.988, -2.013], [-3.498, 0.663, 1.652], [-1.238, 0.484, 1.884], [-1.189, -1.296, 0.094], [-0.653, -2.859, -0.427], [0.991, 1.210, -1.066], [0.910, 1.722, 0.661], [3.479, -1.441, -1.270], [3.869, -2.297, 0.360], [2.988, -0.476, 1.585], [3.165, 0.264, -0.058]]}



# 5
{"formula": "C3H12N2O3", "method": "ωB97M-V/def2-TZVPD", "orbital_gap_ev": 10.70, "de_lowest_kcal_mol": 5.5, "smiles": "C[C@@H](N)C(N)=O.O.O", "species": ["N", "C", "C", "C", "N", "O", "H", "H", "H", "H", "H", "H", "H", "H", "H", "H", "O", "H", "H", "O"], "coordinates": [[1.170, -0.978, -0.019], [0.371, 0.001, -0.806], [1.333, 1.019, -1.378], [-0.587, 0.502, 0.277], [-0.554, 1.815, 0.574], [-1.324, -0.265, 0.889], [1.941, -1.360, -0.557], [0.513, -1.705, 0.262], [-0.247, -0.456, -1.579], [1.912, 1.553, -0.628], [0.845, 1.752, -2.026], [2.007, 0.501, -2.059], [-1.150, 2.275, 1.250], [0.101, 2.405, 0.076], [0.797, -0.666, 2.413], [-0.585, -0.372, 2.829], [0.325, -0.236, 3.135], [-1.918, -1.397, -0.449], [-2.641, -2.631, -0.957], [-2.309, -1.757, -1.245]]}



# 6
{"formula": "C3H6INO2", "method": "ωB97M-V/def2-TZVPD", "orbital_gap_ev": [8.52, 8.52], "de_lowest_kcal_mol": 25.9, "smiles": "CO[C@@H](I)C(N)=O", "species": ["C", "C", "C", "N", "O", "O", "I", "H", "H", "H", "H", "H", "H"], "coordinates": [[1.504, 0.368, 0.653], [-2.003, -0.173, -0.313], [0.187, -0.385, 0.572], [1.782, 0.900, -0.552], [2.147, 0.376, 1.644], [-0.645, 0.145, -0.350], [1.135, -2.469, -0.435], [-2.101, -1.225, 0.010], [-2.418, -0.020, -1.347], [-2.451, 0.432, 0.463], [-0.440, -0.684, 1.459], [1.015, 0.967, -1.268], [2.286, 1.768, -0.534]]}



# 7
{"formula": "C29H39AsGeN4OReS5", "method": "ωB97M-V/def2-TZVPD", "orbital_gap_ev": [4.11, 4.09], "total_charge": 1, "species": ["Re", "S", "C", "N", "N", "C", "C", "C", "C", "C", "C", "N", "N", "C", "C", "C", "C", "C", "C", "H", "H", "H", "H", "H", "H", "H", "H", "H", "H", "H", "S", "As", "S", "S", "S", "C", "Ge", "C", "C", "C", "H", "H", "H", "H", "H", "H", "H", "H", "H", "H", "H", "C", "C", "C", "C", "C", "C", "C", "C", "C", "C", "C", "C", "O", "H", "H", "H", "H", "H", "H", "H", "H", "H", "H", "H", "H", "H", "H", "H", "H", "H"], "coordinates": [[1.334, -0.001, -0.046], [0.205, 1.788, 0.648], [-1.259, 0.780, 1.126], [-2.423, 1.345, 1.358], [-2.614, 2.604, 1.028], [-3.310, 3.480, 1.802], [-4.214, 3.003, 2.755], [-4.819, 3.904, 3.643], [-4.519, 5.241, 3.593], [-3.659, 5.765, 2.579], [-3.134, 4.894, 1.659], [-1.157, -0.519, 1.354], [0.020, -1.125, 0.971], [-0.006, -2.511, 1.175], [-0.948, -3.120, 2.032], [-0.895, -4.510, 2.138], [0.101, -5.311, 1.566], [1.105, -4.667, 0.832], [1.031, -3.281, 0.604], [-2.135, 3.209, 0.293], [-4.397, 1.920, 2.736], [-5.447, 3.554, 4.471], [-4.958, 5.909, 4.358], [-3.362, 6.823, 2.552], [-2.566, 5.243, 0.784], [-1.718, -2.482, 2.381], [-1.715, -5.017, 2.643], [0.059, -6.416, 1.681], [1.939, -5.253, 0.401], [1.773, -2.898, -0.089], [2.752, 3.208, -1.178], [1.050, 3.592, -2.810], [2.790, 1.157, -1.497], [-0.869, 4.204, -1.944], [1.540, 5.433, -3.689], [5.709, 1.464, 1.133], [4.258, 0.851, 2.154], [5.164, -0.466, 3.320], [3.335, 2.388, 2.959], [2.926, -0.380, 1.202], [6.134, 0.558, 0.667], [6.443, 1.758, 1.877], [5.579, 2.267, 0.375], [5.586, 0.003, 4.194], [5.898, -1.008, 2.708], [4.489, -1.291, 3.533], [3.602, 3.337, 2.518], [3.598, 2.420, 4.037], [2.249, 2.277, 2.920], [2.666, -1.086, 2.028], [3.559, -0.964, 0.503], [-4.076, -0.679, -0.795], [-3.167, -0.489, -2.004], [-2.907, 1.016, -2.211], [-2.030, -1.599, -2.120], [-2.437, -2.907, -2.261], [-1.591, -3.911, -2.752], [-0.303, -3.625, -3.093], [0.175, -2.310, -2.979], [1.487, -1.887, -3.635], [1.459, -0.533, -4.356], [2.738, -2.187, -2.782], [-0.613, -1.378, -2.223], [-0.060, -0.381, -1.561], [-4.937, 0.075, -0.749], [-3.541, -0.539, 0.166], [-4.540, -1.644, -0.781], [-3.793, -0.761, -2.907], [-2.066, 1.435, -1.655], [-3.833, 1.491, -1.966], [-2.667, 1.275, -3.293], [-3.443, -3.224, -1.988], [-2.001, -4.888, -2.896], [0.341, -4.469, -3.413], [1.471, -2.575, -4.520], [1.807, 0.233, -3.565], [0.452, -0.180, -4.722], [2.198, -0.541, -5.231], [2.618, -1.850, -1.697], [3.679, -1.743, -3.204], [2.809, -3.301, -2.842]]}



# 8
{"formula": "C35H38N2O9PdSi", "method": "ωB97M-V/def2-TZVPD", "orbital_gap_ev": [3.09, 5.07], "multiplicity": 3, "de_lowest_kcal_mol": 0.0, "total_charge": -2, "species": ["Pd", "C", "Si", "C", "C", "O", "H", "H", "H", "H", "H", "H", "H", "H", "H", "C", "C", "C", "C", "C", "C", "C", "C", "C", "C", "O", "O", "H", "H", "H", "H", "H", "H", "H", "H", "H", "H", "H", "O", "C", "O", "C", "C", "C", "C", "C", "C", "N", "O", "O", "H", "H", "H", "H", "C", "C", "C", "C", "C", "C", "N", "C", "C", "C", "C", "C", "C", "C", "O", "O", "C", "C", "H", "H", "H", "H", "H", "H", "H", "H", "H", "H", "H", "H", "H", "H"], "coordinates": [[16.214, 9.126, 9.475], [17.884, 5.982, 9.754], [18.792, 7.616, 9.455], [20.473, 7.736, 10.326], [19.052, 7.913, 7.614], [18.073, 8.971, 10.216], [18.616, 5.199, 9.837], [17.151, 5.720, 8.951], [17.296, 6.064, 10.678], [21.314, 7.153, 9.864], [20.320, 7.472, 11.376], [20.711, 8.816, 10.224], [19.283, 7.022, 6.987], [19.870, 8.642, 7.484], [18.098, 8.366, 7.309], [15.624, 7.006, 17.667], [15.705, 7.481, 16.239], [16.800, 8.183, 15.738], [16.823, 8.809, 14.507], [18.098, 9.545, 14.153], [15.656, 8.827, 13.694], [14.615, 7.971, 14.107], [13.409, 7.673, 13.230], [14.642, 7.296, 15.349], [15.722, 9.552, 12.367], [15.968, 10.784, 12.328], [15.621, 8.654, 11.442], [15.990, 5.979, 17.727], [14.613, 7.104, 17.981], [16.239, 7.621, 18.292], [17.701, 8.259, 16.415], [18.953, 8.952, 14.431], [18.063, 10.546, 14.642], [18.198, 9.763, 13.054], [13.630, 7.572, 12.143], [12.650, 8.484, 13.406], [12.953, 6.712, 13.519], [13.884, 6.580, 15.646], [14.337, 9.048, 8.667], [13.879, 7.913, 9.091], [14.525, 6.950, 9.601], [12.394, 7.898, 9.003], [11.737, 6.740, 9.339], [10.340, 6.707, 9.547], [9.674, 7.906, 9.350], [10.296, 9.059, 8.891], [11.640, 9.065, 8.708], [8.278, 7.903, 9.585], [7.612, 6.849, 9.712], [7.774, 9.077, 9.637], [12.346, 5.856, 9.349], [9.841, 5.773, 9.837], [9.672, 9.946, 8.749], [12.126, 9.942, 8.384], [20.187, 16.117, 13.697], [18.925, 15.297, 13.482], [17.958, 15.219, 14.464], [16.876, 14.357, 14.329], [16.829, 13.463, 13.286], [17.608, 13.677, 12.135], [17.323, 13.025, 10.936], [16.985, 13.537, 9.717], [16.417, 14.842, 9.561], [15.699, 15.250, 8.443], [15.570, 14.354, 7.393], [16.229, 13.126, 7.427], [16.928, 12.721, 8.585], [17.696, 11.384, 8.478], [16.854, 10.458, 8.059], [18.857, 11.282, 8.829], [18.739, 14.508, 12.280], [19.639, 14.698, 11.087], [20.178, 16.559, 14.690], [20.274, 16.945, 12.962], [21.078, 15.473, 13.592], [17.979, 15.858, 15.350], [16.080, 14.309, 15.139], [16.089, 12.678, 13.265], [17.245, 12.038, 11.077], [16.627, 15.473, 10.438], [15.199, 16.200, 8.372], [14.919, 14.551, 6.555], [16.190, 12.524, 6.547], [19.513, 13.972, 10.280], [20.682, 14.681, 11.464], [19.353, 15.668, 10.624]]}



The following total energy values (in Eh) correspond, in order, to the records above: -4126.50388 -5827.02206 -1676.45398 -569.09641 -456.76139 -620.81105 -7804.14254 -2560.55533.